C47H48N2P2PdSiTe | ωB97M-V/def2-TZVPD

```
102
Properties=species:S:1:pos:R:3:mulliken_charge:R:1
Pd -0.32381 -0.81560 0.82486 0.805
C 1.25230 0.24833 -1.57670 2.677
N 0.26207 1.12569 -2.16102 1.501
C -1.12679 0.74584 -1.87550 -2.151
P -1.64286 1.46886 -0.24163 0.955
C -1.83633 3.23051 -0.77188 -0.092
C -2.92578 3.61115 -1.56406 -0.869
C -3.02028 4.89625 -2.07084 -0.642
C -2.02605 5.82919 -1.79988 -0.701
C -0.95021 5.46749 -1.00756 -0.609
C -0.86213 4.17859 -0.49490 0.186
C -3.39613 0.98985 -0.15436 0.443
C -4.13660 1.47258 0.92516 -0.409
C -5.48097 1.16599 1.04723 -0.886
C -6.09963 0.36103 0.09831 -0.646
C -5.37129 -0.11925 -0.97790 -0.899
C -4.02452 0.19924 -1.10821 -0.302
C 0.53031 1.64552 -3.45046 0.605
C 1.63916 1.26242 -4.20618 -0.579
C 1.89852 1.85152 -5.43565 -0.813
C 1.06868 2.83473 -5.94614 -0.566
C -0.03052 3.22973 -5.19573 -1.093
C -0.29330 2.65195 -3.96664 0.499
P 2.74957 0.85838 -0.64986 -0.203
C 3.31476 2.30122 -1.62507 0.801
C 2.49519 3.34604 -2.06219 0.560
C 3.00856 4.36651 -2.84528 -0.977
C 4.35135 4.36357 -3.20143 -0.791
C 5.17721 3.33784 -2.77018 -0.702
C 4.65951 2.31335 -1.98888 -1.032
C 2.04761 1.59299 0.86804 0.477
C 1.76293 0.71113 1.91684 -1.710
C 1.19583 1.16564 3.10004 -0.192
C 0.94861 2.51908 3.27805 -0.786
C 1.31456 3.41356 2.28645 -0.122
C 1.85815 2.95468 1.09323 -0.587
H 1.65655 -0.45605 -2.31826 0.517
H 0.79408 -0.47693 -0.88220 -4.190
H -1.24241 -0.34446 -1.85344 0.480
H -1.77906 1.11882 -2.66503 1.190
H -3.70831 2.89939 -1.79287 0.358
H -3.87041 5.16952 -2.68355 0.442
H -2.09572 6.83188 -2.20227 0.395
H -0.17151 6.18560 -0.78114 0.506
H -0.01914 3.90712 0.12733 0.323
H -3.65583 2.09994 1.66838 0.630
H -6.04777 1.54955 1.88645 0.420
H -7.14798 0.11166 0.19973 0.388
H -5.84868 -0.74345 -1.72366 0.431
H -3.46510 -0.16930 -1.95908 0.609
H 2.33999 0.52391 -3.84496 0.277
H 2.77166 1.53408 -5.99224 0.427
H 1.27845 3.29475 -6.90271 0.401
H -0.68857 4.00927 -5.56032 0.416
H -1.12715 3.01936 -3.38404 0.129
H 1.44074 3.34546 -1.81298 0.311
H 2.35268 5.15578 -3.19172 0.475
H 4.75097 5.15927 -3.81750 0.412
H 6.22440 3.32923 -3.04507 0.408
H 5.30497 1.50602 -1.66281 0.406
H 2.06036 -0.32875 1.83663 0.845
H 0.98261 0.46827 3.89699 0.656
H 0.50655 2.86682 4.20324 0.416
H 1.17430 4.47799 2.43254 0.430
H 2.15497 3.67350 0.34240 0.774
Te -1.67702 -2.25165 2.44899 0.066
C -1.49627 -0.90073 4.06941 -0.110
C -0.67936 -1.22113 5.15335 -0.439
C -0.54639 -0.34268 6.21833 -0.518
C -1.22093 0.87202 6.20695 -0.447
C -2.03851 1.19480 5.13347 -0.554
C -2.18318 0.30844 4.07490 -0.137
H -0.13272 -2.15679 5.15478 0.379
H 0.08941 -0.60387 7.05512 0.387
H -1.11228 1.56057 7.03537 0.398
H -2.57276 2.13746 5.12276 0.411
H -2.83146 0.55430 3.24257 0.470
C 1.72552 -3.32019 2.29181 -0.980
Si 1.27247 -3.59389 0.48874 -0.007
C 0.84469 -5.42406 0.34834 -1.223
C 2.78110 -3.14989 -0.56540 -0.937
N -0.09287 -2.61022 -0.00293 0.119
C -0.90527 -2.99891 -1.06044 0.916
C -2.25638 -2.61386 -1.15949 -0.704
C -3.04968 -3.03686 -2.21179 -0.483
C -2.54083 -3.84689 -3.21715 -0.835
C -1.20961 -4.22600 -3.14102 -0.794
C -0.40342 -3.81119 -2.09272 -0.069
H 2.74377 -3.69645 2.43698 0.450
H 1.05211 -3.89539 2.92920 0.304
H 1.69572 -2.28919 2.63857 0.066
H 1.42363 -5.95814 1.10769 0.437
H 1.05712 -5.88140 -0.61790 0.340
H -0.21274 -5.58613 0.57141 0.340
H 3.50393 -3.97008 -0.59220 0.517
H 3.28751 -2.27487 -0.14800 0.254
H 2.50872 -2.90564 -1.59318 0.253
H -2.68495 -1.99810 -0.37992 0.213
H -4.08952 -2.73021 -2.23799 0.413
H -3.16518 -4.17494 -4.03741 0.399
H -0.77770 -4.85363 -3.91139 0.397
H 0.63377 -4.12448 -2.09494 0.276
```

LUMO (spin up / spin down)   -0.9 / -0.9 eV
Total energy   -89727.4355 eV
HOMO energy (spin up / spin down)   -7.23 / -7.23 eV
ΔE to the lowest compared entry with this formula, charge and spin   0.0 kcal/mol
M   964.97 u



C27H19N6O4S2Ta | ωB97M-V/def2-TZVPD

```
59
Properties=species:S:1:pos:R:3:mulliken_charge:R:1
Ta -0.26362 0.28767 -0.27822 0.442
O 0.62942 1.43074 -4.13893 -0.558
C 0.67775 1.33178 -2.95781 -0.030
O 0.17671 0.29310 -2.24086 -0.591
C 1.32255 2.30955 -2.03482 0.917
C 2.12848 3.36779 -2.37237 -0.905
C 2.77601 4.04318 -1.33933 -0.390
C 2.64796 3.60867 -0.02353 -1.007
C 1.82142 2.53730 0.22379 0.980
N 1.14274 1.95993 -0.76177 0.712
C 1.63282 1.80167 1.51114 0.130
O 1.94341 2.24067 2.57263 -0.555
O 1.06075 0.61003 1.27207 -0.321
H 2.26048 3.63311 -3.41233 0.593
H 3.41987 4.88324 -1.56795 0.492
H 3.18951 4.06823 0.79251 0.592
C -1.34863 4.45629 2.81845 -0.780
S -1.65980 4.71741 1.06055 0.057
C -1.69553 3.12582 0.40870 0.614
S -1.51606 1.68704 1.42671 -0.449
N -1.87071 3.03434 -0.86340 -1.666
N -1.81973 1.69427 -1.21447 0.951
C -2.60940 1.26986 -2.10771 -0.622
C -2.65450 -0.18064 -2.30729 1.015
C -3.43195 -0.76571 -3.27332 -0.968
C -3.43891 -2.15437 -3.37885 -0.379
C -2.67121 -2.89766 -2.50576 -0.962
C -1.92185 -2.23384 -1.54637 -0.011
N -1.91932 -0.90443 -1.44048 0.209
H -1.49877 5.43987 3.26033 0.411
H -0.32948 4.12282 2.99797 0.256
H -2.07081 3.76557 3.24840 0.309
H -3.27879 1.94714 -2.62803 0.492
H -4.01915 -0.14580 -3.93856 0.505
H -4.03724 -2.64114 -4.13765 0.466
H -2.64551 -3.97755 -2.55259 0.455
H -1.31292 -2.78123 -0.83920 0.390
C -2.12601 -2.17812 3.02567 -1.267
C -1.97089 -1.39590 1.88260 -0.144
N -0.83066 -1.37140 1.19188 0.655
C 0.19376 -2.16460 1.60175 0.012
C 0.12773 -2.96463 2.73065 0.895
C -1.07391 -2.94394 3.46155 -0.699
C 1.27032 -3.76302 3.09148 -1.002
C 2.38625 -3.74708 2.33540 -0.914
C 2.45063 -2.94523 1.14215 0.671
C 3.57234 -2.89292 0.29162 -0.685
C 3.53403 -2.12270 -0.84063 -1.140
C 2.38129 -1.38722 -1.12637 -0.060
N 1.32096 -1.40976 -0.33212 0.488
C 1.35693 -2.17383 0.78758 0.299
H -3.06707 -2.15495 3.55719 0.480
H -2.77694 -0.77236 1.52257 0.661
H -1.16360 -3.54480 4.35926 0.509
H 1.21213 -4.38090 3.97894 0.470
H 3.24758 -4.34410 2.60859 0.461
H 4.45738 -3.46749 0.53841 0.497
H 4.37424 -2.07559 -1.51844 0.474
H 2.30753 -0.78419 -2.02135 0.543
```

LUMO   -7.7 eV
Total energy   -68651.7674 eV
HOMO energy   -14.00 eV
ΔE to the lowest compared entry with this formula, charge and spin   9.7 kcal/mol
Total charge   +2
M   736.57 u



C4H7BrFN | ωB97M-V/def2-TZVPD

```
14
Properties=species:S:1:pos:R:3:mulliken_charge:R:1
Br -3.08525 -0.44420 -0.91745 -0.058
C -1.28755 -0.14988 -0.49240 0.220
N -0.59800 0.80510 -0.97042 -0.035
C 0.77193 0.80603 -0.39022 -0.412
C 0.46221 0.14810 0.92547 -0.693
C -0.44211 -0.97911 0.42677 -0.484
H -0.89591 1.50218 -1.64028 0.219
H 1.57199 0.37008 -0.97392 0.327
H 0.98826 1.85442 -0.17759 0.308
H 1.29684 -0.10691 1.54854 0.400
H -0.21661 0.78055 1.51947 0.305
H 0.16071 -1.55524 -0.29031 0.315
H -0.95131 -1.62383 1.12498 0.445
F 2.22482 -1.40729 0.30738 -0.856
```

LUMO   -0.7 eV
Total energy   -78508.7536 eV
HOMO energy   -7.68 eV
ΔE to the lowest compared entry with this formula, charge and spin   0.0 kcal/mol
M   168.01 u



> Which of these has the highest ΔE to the lowest compared entry with this formula, charge and spin?

C27H19N6O4S2Ta